Entry 1:
Here is C18H22AuF4N2SSe as an isolated structure from the Open Molecules 2025 dataset. Energies are from ωB97M-V/def2-TZVPD.

Results
E_tot ... -4143.0772 Eh
Largest force on an atom ... 0.015 hartree/bohr
Multiplicity ... 3
Frontier orbital gap (spin up / spin down) ... 8.316 / 5.607 eV
Energy relative to the best compared isomer or geometry (same formula, charge and spin) ... 0.0 kJ/mol
Net charge ... +1
LUMO energy (spin up / spin down) ... -2.20 / -5.58 eV
HOMO level (spin up / spin down) ... -10.52 / -11.18 eV

Positions of all 49 atoms, in Å:
Au (-0.447, -0.369, 0.135)
C (-2.774, 1.567, -1.352)
N (-2.363, 1.298, 0.027)
C (-3.534, 0.994, 0.848)
C (-1.661, 2.440, 0.605)
C (-0.290, 2.676, -0.013)
N (0.565, 1.525, 0.212)
C (1.894, 1.637, 0.070)
C (2.782, 0.643, 0.595)
F (2.311, -0.290, 1.404)
C (4.143, 0.705, 0.405)
F (4.908, -0.252, 0.922)
C (4.729, 1.742, -0.292)
C (3.910, 2.760, -0.760)
F (4.451, 3.789, -1.397)
C (2.550, 2.730, -0.577)
F (1.834, 3.731, -1.078)
H (-3.391, 2.473, -1.418)
H (-3.358, 0.729, -1.730)
H (-1.906, 1.684, -2.000)
H (-4.201, 1.862, 0.940)
H (-3.221, 0.703, 1.850)
H (-4.104, 0.179, 0.402)
H (-1.517, 2.235, 1.668)
H (-2.264, 3.352, 0.505)
H (0.135, 3.560, 0.465)
H (-0.373, 2.893, -1.082)
H (5.797, 1.772, -0.451)
Se (1.360, -1.576, -1.741)
C (1.679, -3.319, -1.061)
C (2.762, -3.530, -0.207)
C (2.989, -4.788, 0.325)
C (2.147, -5.842, -0.002)
C (1.104, -5.648, -0.899)
C (0.862, -4.392, -1.426)
H (3.424, -2.713, 0.034)
H (3.833, -4.942, 0.984)
H (2.316, -6.822, 0.425)
H (0.483, -6.486, -1.188)
H (0.062, -4.245, -2.140)
C (-2.448, -2.580, 1.831)
S (-1.341, -2.581, 0.401)
C (-2.548, -2.688, -0.943)
H (-3.131, -1.736, 1.794)
H (-1.814, -2.524, 2.712)
H (-2.998, -3.519, 1.835)
H (-2.983, -3.685, -0.928)
H (-2.008, -2.533, -1.874)
H (-3.317, -1.929, -0.819)


Entry 2:
Here is C18H22BN12NiO2PS2 as an isolated structure in a non-equilibrium geometry from the Open Molecules 2025 dataset. Energies are from ωB97M-V/def2-TZVPD.

Results
E_tot ... -4177.5038 Eh
Largest force on an atom ... 0.054 hartree/bohr
Multiplicity ... 4
Frontier orbital gap (spin up / spin down) ... 7.867 / 6.368 eV
Energy relative to the best compared isomer or geometry (same formula, charge and spin) ... 52.8 kJ/mol
Net charge ... +1
LUMO energy (spin up / spin down) ... -3.05 / -4.45 eV
HOMO level (spin up / spin down) ... -10.92 / -10.81 eV

Positions of all 59 atoms, in Å:
Ni (-0.447, 1.084, 0.093)
C (-0.799, -0.051, -4.010)
C (-1.336, 0.493, -2.843)
N (-0.427, 0.473, -1.876)
N (0.697, -0.078, -2.385)
C (0.495, -0.395, -3.679)
B (1.971, -0.060, -1.514)
N (1.662, -0.873, -0.193)
C (2.334, -1.927, 0.296)
C (1.743, -2.309, 1.486)
C (0.689, -1.411, 1.657)
N (0.655, -0.553, 0.632)
N (2.197, 1.410, -1.095)
C (3.118, 2.300, -1.509)
C (2.838, 3.515, -0.920)
C (1.694, 3.286, -0.154)
N (1.318, 2.017, -0.280)
N (3.185, -0.650, -2.172)
C (4.469, -0.521, -1.733)
C (5.265, -1.323, -2.505)
C (4.371, -1.929, -3.410)
N (3.135, -1.528, -3.195)
H (-1.288, -0.160, -4.960)
H (-2.325, 0.880, -2.666)
H (1.276, -0.861, -4.249)
H (3.180, -2.348, -0.218)
H (2.035, -3.106, 2.146)
H (0.009, -1.315, 2.490)
H (3.902, 2.028, -2.192)
H (3.368, 4.442, -1.039)
H (1.152, 3.972, 0.473)
H (4.712, 0.112, -0.896)
H (6.330, -1.456, -2.440)
H (4.580, -2.645, -4.186)
S (1.531, 2.102, 3.145)
C (-0.097, 1.843, 3.438)
S (-0.913, 2.440, 2.009)
C (-0.672, 1.338, 4.605)
C (-2.028, 1.040, 4.595)
N (-3.140, 0.775, 4.468)
C (0.094, 1.097, 5.773)
N (0.703, 0.904, 6.729)
N (-1.933, -2.658, 0.649)
C (-3.066, -1.968, 1.342)
P (-3.477, -0.671, 0.047)
O (-3.531, -1.470, -1.197)
O (-2.433, 0.416, 0.197)
C (-5.079, 0.161, 0.509)
N (-4.779, 1.486, 1.077)
H (-1.081, -2.079, 0.716)
H (-2.224, -2.671, -0.355)
H (-1.727, -3.594, 0.994)
H (-2.764, -1.562, 2.305)
H (-3.888, -2.669, 1.470)
H (-5.658, -0.438, 1.210)
H (-5.644, 0.266, -0.417)
H (-3.883, 1.790, 0.671)
H (-4.561, 1.432, 2.154)
H (-5.503, 2.181, 0.915)


Entry 3:
Here is C18H22BN7O3PRe as an isolated structure from the Open Molecules 2025 dataset. Energies are from ωB97M-V/def2-TZVPD.

Results
E_tot ... -1752.0910 Eh
Largest force on an atom ... 0.003 hartree/bohr
Frontier orbital gap ... 6.703 eV
Energy relative to the best compared isomer or geometry (same formula, charge and spin) ... 0.0 kJ/mol
Net charge ... +2
LUMO energy ... -8.69 eV
HOMO level ... -15.39 eV

Positions of all 53 atoms, in Å:
Re (-0.799, -0.590, -0.226)
B (-3.323, -0.243, 0.878)
N (-2.721, 1.191, 0.918)
C (-3.181, 2.415, 1.158)
C (-2.220, 3.343, 0.758)
C (-1.179, 2.589, 0.252)
N (-1.489, 1.284, 0.350)
N (-3.614, -0.565, -0.613)
C (-4.679, -0.642, -1.398)
C (-4.255, -0.764, -2.726)
C (-2.880, -0.736, -2.673)
N (-2.489, -0.631, -1.382)
H (-2.338, -0.983, 1.179)
H (-4.231, -0.422, 1.615)
H (-4.154, 2.563, 1.600)
H (-2.281, 4.415, 0.828)
H (-0.229, 2.900, -0.152)
H (-5.674, -0.614, -0.985)
H (-4.876, -0.864, -3.598)
H (-2.152, -0.810, -3.464)
N (-0.329, -2.421, 0.019)
C (0.271, -3.447, 0.236)
N (0.744, -4.528, 0.509)
C (1.881, -5.098, 0.102)
N (2.851, -5.617, -0.233)
C (1.428, -1.579, 3.809)
O (0.584, -1.322, 2.649)
P (0.839, -0.188, 1.591)
O (2.290, -0.248, 1.009)
C (3.485, 0.311, 1.636)
O (0.810, 1.191, 2.344)
C (-0.159, 1.536, 3.371)
H (1.600, -0.659, 4.364)
H (2.366, -2.020, 3.481)
H (0.883, -2.287, 4.423)
H (4.306, 0.053, 0.976)
H (3.642, -0.128, 2.617)
H (3.376, 1.389, 1.715)
H (-0.786, 2.334, 2.985)
H (0.401, 1.887, 4.232)
H (-0.763, 0.671, 3.642)
C (0.451, -0.104, -1.358)
C (1.458, 0.272, -2.258)
C (1.322, 1.455, -3.009)
C (2.308, 1.794, -3.911)
C (3.419, 0.968, -4.065)
C (3.558, -0.203, -3.323)
C (2.581, -0.561, -2.418)
H (0.447, 2.079, -2.883)
H (2.218, 2.696, -4.499)
H (4.187, 1.239, -4.777)
H (4.425, -0.833, -3.461)
H (2.671, -1.467, -1.834)


Entry 4:
Here is a 2-piece molecular cluster, C18H22Cl4INO2 overall from the Open Molecules 2025 dataset. Energies are from ωB97M-V/def2-TZVPD.

Results
E_tot ... -3042.7889 Eh
Largest force on an atom ... 0.017 hartree/bohr
SMILES ... CCCCCCc1cc(CCCI)cc2c1C(=O)NC2=O.ClC(Cl)(Cl)Cl
Frontier orbital gap ... 9.278 eV
Net charge ... 0
LUMO energy ... -0.29 eV
HOMO level ... -9.57 eV

Positions of all 48 atoms, in Å:
C (4.868, -1.654, 1.231)
C (3.671, -1.114, 0.431)
C (3.985, 0.162, -0.353)
C (2.997, 0.497, -1.478)
C (1.542, 0.082, -1.220)
C (0.496, 0.974, -1.927)
C (-0.637, 1.390, -1.030)
C (-1.939, 0.965, -1.282)
C (-3.030, 1.285, -0.460)
C (-4.414, 0.784, -0.798)
C (-5.007, -0.079, 0.325)
C (-6.255, -0.799, -0.151)
I (-7.089, -1.995, 1.406)
C (-2.823, 2.067, 0.675)
C (-1.542, 2.522, 0.914)
C (-0.475, 2.205, 0.086)
C (0.731, 2.891, 0.623)
O (1.885, 2.665, 0.413)
N (0.284, 3.872, 1.617)
C (-1.035, 3.392, 2.010)
O (-1.541, 3.592, 3.072)
H (5.263, -2.554, 0.758)
H (4.540, -1.964, 2.223)
H (5.665, -0.920, 1.335)
H (3.283, -1.893, -0.225)
H (2.863, -0.891, 1.131)
H (4.975, 0.037, -0.803)
H (4.077, 0.990, 0.352)
H (3.346, 0.018, -2.397)
H (3.022, 1.572, -1.663)
H (1.340, 0.066, -0.149)
H (1.403, -0.940, -1.575)
H (0.967, 1.851, -2.373)
H (0.044, 0.391, -2.730)
H (-2.123, 0.352, -2.157)
H (-5.047, 1.657, -0.974)
H (-4.356, 0.203, -1.720)
H (-5.253, 0.562, 1.172)
H (-4.255, -0.794, 0.661)
H (-6.024, -1.463, -0.980)
H (-7.025, -0.094, -0.451)
H (-3.629, 2.343, 1.342)
H (0.132, 4.756, 1.133)
C (2.423, -5.398, 0.798)
Cl (3.946, -5.802, 0.000)
Cl (1.544, -4.222, -0.186)
Cl (1.448, -6.858, 0.982)
Cl (2.759, -4.709, 2.387)